[1]
Entry from the Open Molecules 2025 dataset: a structure of composition C38H54F9I2N3O4PSiTi in a non-equilibrium geometry (ωB97M-V with the def2-TZVPD basis set).

Geometry as XYZ:
```
113
Properties=species:S:1:pos:R:3:lowdin_spin:R:1
Ti 0.397 -0.903 -0.249 0.949
N 1.574 0.027 -1.719 0.009
C 1.110 -0.281 -3.083 0.004
C 0.636 -1.732 -3.055 0.007
N -0.283 -1.909 -1.924 0.008
C -1.685 -1.568 -2.182 0.003
C -2.049 -0.305 -1.393 0.002
N -1.637 -0.503 0.008 0.010
H 1.875 1.005 -1.658 0.003
H 2.417 -0.539 -1.545 0.001
H 1.907 -0.142 -3.822 0.000
H 0.282 0.388 -3.344 0.000
H 1.501 -2.387 -2.895 0.000
H 0.172 -2.000 -4.012 0.000
H -0.196 -2.886 -1.589 0.001
H -2.333 -2.386 -1.850 0.000
H -1.872 -1.408 -3.250 0.000
H -3.126 -0.099 -1.482 0.000
H -1.488 0.562 -1.779 0.000
H -2.077 -1.353 0.391 0.001
H -1.978 0.293 0.564 0.003
I 1.044 1.285 1.530 0.007
C 2.639 0.048 2.301 0.001
I 4.043 -0.346 0.742 0.004
H 2.223 -0.897 2.642 0.000
H 3.143 0.595 3.095 0.000
F -2.741 9.701 1.622 0.000
C -1.477 9.276 1.754 0.000
F -1.082 9.581 2.990 0.000
F -0.736 10.003 0.907 0.000
C -1.356 7.801 1.438 0.000
C -1.081 6.869 2.427 0.000
C -0.958 5.531 2.087 0.000
C -1.110 5.137 0.764 0.000
C -1.384 6.076 -0.227 0.000
C -1.511 7.407 0.114 0.000
P -0.972 3.363 0.336 0.000
C -0.128 3.489 -1.282 0.000
C -0.609 3.028 -2.504 0.000
C 0.209 3.047 -3.621 0.000
C 1.511 3.521 -3.517 0.000
C 1.987 4.030 -2.314 0.000
C 1.168 4.006 -1.202 0.000
C 2.453 3.323 -4.678 0.000
F 3.478 4.160 -4.687 0.000
F 2.973 2.062 -4.565 0.000
F 1.843 3.365 -5.860 0.000
C -2.744 2.977 0.038 0.000
C -3.333 2.212 1.048 0.000
C -4.667 1.862 0.976 0.000
C -5.413 2.265 -0.126 0.000
C -4.855 3.070 -1.109 0.000
C -3.522 3.437 -1.018 0.000
C -6.825 1.745 -0.246 0.000
F -6.787 0.398 -0.401 0.000
F -7.549 1.985 0.847 0.000
F -7.474 2.233 -1.298 0.000
H -0.952 7.185 3.450 0.000
H -0.737 4.790 2.841 0.000
H -1.490 5.779 -1.260 0.000
H -1.714 8.147 -0.644 0.000
H -1.625 2.675 -2.604 0.000
H -0.159 2.716 -4.581 0.000
H 2.984 4.439 -2.260 0.000
H 1.526 4.384 -0.253 0.000
H -2.740 1.946 1.916 0.000
H -5.138 1.292 1.763 0.000
H -5.467 3.411 -1.930 0.000
H -3.113 4.098 -1.763 0.000
C 3.068 -6.470 1.635 0.000
C 3.097 -4.942 1.649 0.000
C 3.892 -4.419 2.846 0.000
C 3.692 -4.403 0.353 0.000
O 1.735 -4.477 1.815 -0.001
Si 0.763 -3.631 0.869 -0.001
O 1.348 -2.155 0.453 -0.018
O 0.354 -4.229 -0.604 0.001
C -0.288 -5.490 -0.936 0.000
C 0.589 -6.158 -1.992 0.000
C -1.659 -5.149 -1.526 0.000
C -0.454 -6.368 0.297 0.000
O -0.708 -3.245 1.476 0.002
C -1.217 -3.067 2.800 0.000
C -2.744 -3.067 2.665 0.000
C -0.781 -4.192 3.733 0.000
C -0.710 -1.714 3.316 0.002
H 4.073 -6.864 1.755 0.000
H 2.666 -6.834 0.693 0.000
H 2.448 -6.846 2.446 0.000
H 4.940 -4.683 2.735 0.000
H 3.524 -4.839 3.778 0.000
H 3.820 -3.333 2.905 0.000
H 4.708 -4.763 0.229 0.000
H 3.711 -3.316 0.377 0.000
H 3.091 -4.721 -0.495 0.000
H 0.717 -5.500 -2.850 0.000
H 0.124 -7.075 -2.335 0.000
H 1.569 -6.397 -1.586 0.000
H -1.548 -4.591 -2.453 0.000
H -2.244 -4.585 -0.802 0.000
H -2.197 -6.062 -1.760 0.000
H 0.509 -6.585 0.746 0.000
H -0.926 -7.308 0.026 0.000
H -1.078 -5.866 1.032 0.000
H -3.085 -4.043 2.332 0.000
H -3.086 -2.322 1.946 0.000
H -3.204 -2.854 3.624 0.000
H -1.183 -5.144 3.400 0.000
H -1.147 -3.991 4.735 0.000
H 0.301 -4.273 3.755 0.000
H -0.763 -0.974 2.507 0.002
H 0.321 -1.813 3.649 0.000
H -1.312 -1.368 4.152 0.000
```

Calculated values
* spin multiplicity: 2
* charge: +2
* ΔE to the lowest compared entry with this formula, charge and spin: 1.2705 eV
* total energy: -4920.02621 a.u.


[2]
Entry from the Open Molecules 2025 dataset: a cluster of 12 separate species, C38H55Cl10F21O14 in total in a non-equilibrium geometry (ωB97M-V with the def2-TZVPD basis set).

Geometry as XYZ:
```
138
Properties=species:S:1:pos:R:3:lowdin_charge:R:1
C -19.877 -14.943 15.205 -0.060
C -20.023 -14.237 13.895 -0.315
O -21.237 -13.611 13.748 -0.019
C -21.479 -12.244 14.124 -0.219
O -20.643 -11.524 14.683 0.127
C -23.015 -11.813 13.871 -0.568
F -22.933 -10.930 12.898 0.175
F -23.764 -12.840 13.539 0.197
F -23.466 -11.280 15.011 0.176
H -18.913 -15.451 15.228 0.087
H -20.662 -15.687 15.340 0.085
H -19.979 -14.164 15.960 0.084
H -19.816 -14.982 13.126 0.126
H -19.190 -13.541 13.798 0.111
C -23.047 -3.654 9.211 -0.073
C -23.676 -3.705 10.611 -0.197
O -24.168 -2.401 10.917 0.031
C -25.421 -2.056 10.576 -0.333
O -26.131 -2.793 9.919 0.134
C -25.922 -0.696 11.055 -0.631
F -26.509 -0.025 10.035 0.155
F -26.901 -0.886 11.917 0.191
F -25.007 0.006 11.562 0.255
H -22.422 -2.794 8.972 0.092
H -23.900 -3.678 8.532 0.066
H -22.397 -4.522 9.099 0.010
H -22.856 -3.941 11.290 0.092
H -24.478 -4.439 10.693 0.106
C -16.315 -4.031 5.098 -0.043
C -17.551 -4.282 5.967 -0.199
O -17.351 -5.363 6.920 0.007
C -18.041 -5.301 8.111 -0.339
O -18.815 -4.447 8.520 0.128
C -17.765 -6.581 8.872 -0.605
F -16.905 -6.379 9.827 0.208
F -18.913 -6.968 9.360 0.173
F -17.159 -7.512 8.090 0.150
H -15.619 -3.354 5.594 0.078
H -16.704 -3.608 4.172 0.084
H -15.830 -4.991 4.923 0.065
H -18.444 -4.552 5.403 0.115
H -17.823 -3.349 6.460 0.118
C -22.942 -11.708 4.778 -0.070
C -23.032 -13.005 5.629 -0.196
O -22.388 -14.064 4.888 0.000
C -21.084 -14.443 5.095 -0.280
O -20.294 -13.832 5.842 0.100
C -20.676 -15.720 4.329 -0.634
F -19.957 -15.418 3.310 0.219
F -19.924 -16.484 5.083 0.193
F -21.708 -16.431 3.866 0.170
H -23.256 -11.864 3.746 0.086
H -21.873 -11.497 4.742 0.065
H -23.367 -10.836 5.275 0.029
H -24.089 -13.254 5.713 0.087
H -22.557 -12.885 6.603 0.087
C -25.348 -14.560 9.131 -0.064
C -26.714 -14.022 8.669 -0.167
O -26.944 -12.712 9.287 -0.046
C -27.293 -12.513 10.581 -0.319
O -27.516 -13.445 11.351 0.129
C -27.299 -11.006 11.068 -0.528
F -26.508 -10.274 10.295 0.145
F -28.551 -10.532 10.995 0.143
F -26.844 -10.876 12.330 0.160
H -25.338 -14.756 10.203 0.075
H -24.582 -13.854 8.810 0.063
H -25.047 -15.534 8.744 0.079
H -27.422 -14.819 8.900 0.126
H -26.606 -13.820 7.603 0.073
C -20.627 -5.383 11.601 -0.049
C -20.879 -5.905 13.010 -0.205
O -22.259 -5.933 13.260 0.006
C -22.965 -7.103 13.144 -0.286
O -22.469 -8.169 12.758 0.110
C -24.483 -6.963 13.499 -0.545
F -25.240 -7.375 12.515 0.180
F -24.626 -7.823 14.504 0.182
F -24.808 -5.670 13.776 0.151
H -21.113 -5.967 10.819 0.058
H -19.551 -5.347 11.428 0.079
H -20.942 -4.344 11.510 0.074
H -20.413 -5.206 13.705 0.131
H -20.431 -6.886 13.164 0.126
C -19.677 -10.337 7.228 -0.055
C -19.505 -9.053 6.348 -0.212
O -18.287 -9.231 5.613 0.004
C -17.879 -8.252 4.714 -0.254
O -18.460 -7.156 4.585 0.109
C -16.548 -8.449 3.927 -0.540
F -16.651 -8.398 2.602 0.175
F -15.709 -7.501 4.226 0.188
F -15.903 -9.630 4.242 0.120
H -19.478 -11.203 6.597 0.075
H -20.680 -10.393 7.652 0.037
H -18.984 -10.239 8.064 0.026
H -19.382 -8.209 7.027 0.082
H -20.368 -8.961 5.689 0.061
Cl -20.894 -13.057 9.474 0.602
C -19.193 -12.989 9.836 -0.651
C -18.887 -12.090 11.064 -0.558
Cl -19.324 -10.354 10.724 0.566
H -18.713 -12.733 8.891 0.066
H -18.923 -14.003 10.128 0.069
H -17.814 -12.080 11.255 0.075
H -19.434 -12.357 11.968 0.032
Cl -26.684 -11.845 5.707 0.605
C -26.808 -10.481 6.829 -0.657
C -28.272 -10.008 6.993 -0.609
Cl -29.444 -11.258 7.601 0.544
H -26.138 -9.747 6.382 0.050
H -26.398 -10.682 7.819 0.011
H -28.620 -9.655 6.023 0.064
H -28.316 -9.144 7.656 0.023
Cl -21.517 -6.039 6.839 0.594
C -22.978 -5.912 5.734 -0.578
C -23.487 -7.300 5.492 -0.649
Cl -22.370 -7.973 4.294 0.624
H -22.718 -5.422 4.796 0.069
H -23.670 -5.309 6.323 0.060
H -24.481 -7.323 5.043 0.080
H -23.468 -7.822 6.448 0.022
Cl -23.589 -10.420 8.172 0.644
C -22.894 -9.693 9.637 -0.613
C -22.352 -8.292 9.271 -0.628
Cl -23.675 -7.086 9.285 0.639
H -22.148 -10.411 9.978 0.011
H -23.668 -9.625 10.401 0.054
H -21.849 -8.318 8.305 0.012
H -21.600 -7.894 9.952 0.045
Cl -27.875 -6.198 7.045 0.552
C -27.318 -5.396 8.526 -0.647
C -27.249 -6.422 9.660 -0.659
Cl -28.823 -7.185 10.065 0.557
H -28.044 -4.618 8.764 0.072
H -26.371 -4.914 8.282 0.050
H -27.083 -5.837 10.564 0.056
H -26.566 -7.268 9.583 0.027
```

Calculated values
* charge: 0
* ΔE to the lowest compared entry with this formula, charge and spin: 4.1475 eV
* SMILES string: CCOC(=O)C(F)(F)F.CCOC(=O)C(F)(F)F.CCOC(=O)C(F)(F)F.CCOC(=O)C(F)(F)F.CCOC(=O)C(F)(F)F.CCOC(=O)C(F)(F)F.CCOC(=O)C(F)(F)F.ClCCCl.ClCCCl.ClCCCl.ClCCCl.ClCCCl
* total energy: -9233.47792 a.u.


[3]
Entry from the Open Molecules 2025 dataset: a structure of composition C38H55InN11OSSbSi3 (ωB97M-V with the def2-TZVPD basis set).

Geometry as XYZ:
```
111
Properties=species:S:1:pos:R:3:lowdin_charge:R:1
In -0.394 0.064 -0.289 0.491
C -1.330 -4.521 0.630 -0.082
C -1.357 -3.133 0.622 -0.136
N -0.471 -2.426 -0.065 0.069
C 0.429 -3.097 -0.784 -0.177
C 0.416 -4.492 -0.803 -0.033
N -0.448 -5.199 -0.092 0.128
C 1.503 -2.294 -1.412 -0.185
C 2.443 -2.808 -2.290 0.078
C 3.510 -2.003 -2.682 -0.108
C 3.627 -0.742 -2.096 0.080
C 2.636 -0.297 -1.236 -0.246
N 1.563 -1.042 -0.973 0.068
C 2.737 0.945 -0.430 -0.231
C 3.866 1.760 -0.428 -0.039
N 3.993 2.784 0.404 0.124
C 2.999 2.998 1.251 -0.071
C 1.855 2.206 1.246 -0.068
N 1.723 1.195 0.402 0.082
C 4.512 -2.482 -3.655 -0.180
C 5.046 -1.619 -4.607 -0.005
C 5.976 -2.119 -5.508 -0.115
N 6.395 -3.378 -5.505 0.084
C 5.888 -4.196 -4.591 -0.115
C 4.945 -3.805 -3.652 -0.007
H -2.038 -5.089 1.220 0.128
H -2.111 -2.581 1.167 0.088
H 1.134 -5.052 -1.388 0.126
H 2.345 -3.807 -2.689 0.126
H 4.496 -0.137 -2.304 0.125
H 4.693 1.583 -1.103 0.124
H 3.101 3.821 1.947 0.123
H 1.040 2.401 1.931 0.112
H 4.730 -0.587 -4.675 0.117
H 6.400 -1.474 -6.269 0.117
H 6.254 -5.216 -4.605 0.117
H 4.588 -4.517 -2.920 0.115
N -0.288 3.839 -3.019 0.120
C -0.364 2.889 -2.080 -0.798
S 0.233 1.323 -2.495 0.702
N -0.903 3.274 -0.932 0.000
N -1.030 2.308 -0.017 -0.111
C -1.574 2.604 1.105 -0.087
C -1.643 1.571 2.135 -0.276
C -2.197 1.853 3.380 0.010
C -2.213 0.869 4.353 -0.008
C -1.648 -0.365 4.063 -0.015
C -1.108 -0.571 2.808 -0.113
N -1.124 0.359 1.851 0.054
H 0.183 3.665 -3.888 0.100
H -0.569 4.778 -2.782 0.122
H -1.937 3.607 1.311 0.147
H -2.604 2.837 3.567 0.131
H -2.645 1.067 5.325 0.128
H -1.615 -1.156 4.798 0.120
H -0.593 -1.488 2.562 0.075
C 4.406 -1.869 4.380 -0.033
N 3.623 -1.586 3.185 -0.142
C 4.366 -1.109 2.034 -0.021
C 2.302 -1.834 3.086 -0.480
C 1.636 -2.453 4.294 0.011
O 1.649 -1.569 2.069 -0.017
H 5.295 -1.243 4.364 0.096
H 4.724 -2.914 4.419 0.104
H 3.850 -1.630 5.283 0.089
H 5.204 -1.777 1.829 0.104
H 4.761 -0.106 2.216 0.099
H 3.702 -1.092 1.177 0.061
H 2.226 -3.262 4.722 0.088
H 0.669 -2.847 3.992 0.075
H 1.487 -1.704 5.073 0.097
C -6.050 -2.511 -2.252 -0.201
Si -4.362 -2.656 -1.452 0.348
C -3.410 -4.036 -2.302 -0.202
C -4.714 -2.992 0.366 -0.201
Sb -2.951 -0.478 -1.747 0.920
Si -4.727 1.355 -1.310 0.345
C -4.066 3.004 -1.907 -0.204
C -5.013 1.312 0.551 -0.207
C -6.310 0.977 -2.245 -0.203
Si -2.425 -0.593 -4.290 0.344
C -3.894 -1.371 -5.160 -0.208
C -2.113 1.084 -5.070 -0.213
C -0.899 -1.695 -4.362 -0.217
H -6.472 -3.520 -2.285 0.050
H -6.034 -2.136 -3.272 0.018
H -6.733 -1.896 -1.667 0.024
H -3.957 -4.972 -2.157 0.050
H -2.395 -4.187 -1.941 0.002
H -3.357 -3.860 -3.377 0.017
H -5.370 -3.864 0.423 0.051
H -5.256 -2.155 0.809 0.030
H -3.851 -3.200 0.993 -0.012
H -3.164 3.340 -1.394 -0.002
H -4.846 3.753 -1.751 0.046
H -3.856 2.975 -2.977 0.023
H -4.092 1.149 1.115 -0.003
H -5.710 0.514 0.813 0.030
H -5.453 2.253 0.889 0.045
H -6.138 0.570 -3.241 0.023
H -6.861 1.912 -2.368 0.044
H -6.957 0.288 -1.703 0.022
H -4.827 -0.866 -4.915 0.020
H -4.008 -2.432 -4.939 0.019
H -3.752 -1.274 -6.238 0.045
H -2.825 1.842 -4.744 0.021
H -2.235 0.968 -6.150 0.044
H -1.109 1.450 -4.872 -0.020
H -1.042 -2.632 -3.818 0.018
H -0.040 -1.170 -3.939 -0.007
H -0.654 -1.943 -5.398 0.046
```

Calculated values
* charge: +2
* ΔE to the lowest compared entry with this formula, charge and spin: 0.0000 eV
* total energy: -3855.35918 a.u.


[4]
Entry from the Open Molecules 2025 dataset: a structure of composition C38H56N5SiTb in a non-equilibrium geometry (ωB97M-V with the def2-TZVPD basis set).

Geometry as XYZ:
```
101
Properties=species:S:1:pos:R:3:lowdin_spin:R:1
Tb -0.359 0.019 -0.173 6.112
C 1.275 -6.109 -0.799 0.000
C 2.193 -5.473 0.211 0.000
C 3.478 -4.967 -0.433 0.000
C 1.444 -4.495 1.157 0.000
C 0.406 -3.653 0.715 0.000
C -0.263 -2.850 1.619 0.001
C -0.028 -2.919 3.010 0.000
C -1.028 -2.431 3.982 0.000
C 1.145 -3.614 3.365 0.000
C 1.763 -4.484 2.504 0.000
H 1.711 -7.063 -1.071 0.000
H 1.109 -5.488 -1.686 0.000
H 0.255 -6.307 -0.359 0.000
H 2.543 -6.252 0.903 0.000
H 3.427 -3.919 -0.841 0.000
H 3.786 -5.656 -1.271 0.000
H 4.348 -4.952 0.285 0.000
H 0.082 -3.701 -0.335 0.000
H -1.135 -2.267 1.219 0.001
H -1.075 -3.131 4.813 0.000
H -2.002 -2.403 3.526 0.000
H -0.793 -1.437 4.443 0.000
H 1.467 -3.575 4.436 0.000
H 2.522 -5.150 2.869 0.000
C 0.483 5.262 -2.498 0.000
C 0.018 4.198 -1.528 0.000
C -1.404 4.317 -1.140 -0.002
C -1.968 5.570 -1.034 0.000
C -3.325 5.743 -0.758 -0.002
C -4.137 4.624 -0.777 0.000
C -3.577 3.295 -0.923 -0.003
C -4.538 2.153 -0.714 0.000
C -5.784 2.235 -1.607 0.000
C -2.206 3.139 -1.016 -0.001
N -1.567 1.822 -1.134 -0.024
C -1.805 1.071 -2.242 0.004
C -2.201 -0.284 -2.099 0.002
C -2.524 -1.193 -3.159 0.001
C -2.928 -2.368 -2.499 -0.002
C -2.774 -2.154 -1.117 0.003
N -2.191 -0.969 -0.860 -0.008
H 1.469 5.043 -2.960 0.000
H 0.591 6.188 -1.922 0.000
H -0.218 5.472 -3.342 0.000
H 0.624 4.322 -0.630 0.000
H 0.293 3.223 -1.942 0.000
H -1.328 6.424 -1.237 0.000
H -3.728 6.689 -0.428 0.000
H -5.252 4.675 -0.672 0.000
H -4.944 2.153 0.314 0.000
H -4.032 1.161 -0.841 0.000
H -6.457 3.045 -1.271 0.000
H -6.361 1.272 -1.674 0.000
H -5.508 2.579 -2.607 0.000
H -1.643 1.431 -3.259 0.000
H -2.494 -0.968 -4.220 0.000
H -3.183 -3.277 -3.039 0.000
H -2.972 -2.841 -0.360 0.000
N -1.019 2.488 4.913 0.000
C 0.289 2.616 4.157 0.000
C 0.514 1.494 3.170 0.000
N -0.640 1.440 2.220 0.003
C -1.914 1.295 2.935 0.000
C -2.140 2.465 3.937 0.000
H -1.084 3.270 5.592 0.000
H -0.979 1.631 5.485 0.000
H 1.160 2.558 4.843 0.000
H 0.237 3.622 3.694 0.000
H 0.574 0.527 3.681 0.000
H 1.435 1.643 2.637 0.000
H -0.655 2.329 1.666 0.001
H -1.933 0.368 3.468 0.000
H -2.743 1.224 2.237 0.000
H -3.141 2.374 4.450 0.000
H -2.205 3.395 3.343 0.000
C 1.075 -2.723 -3.108 0.000
Si 2.127 -1.207 -2.720 -0.004
C 1.698 0.200 -3.958 0.000
C 3.976 -1.523 -2.700 -0.003
N 1.641 -0.615 -1.162 -0.064
C 2.645 -0.183 -0.339 0.001
C 3.261 1.102 -0.599 -0.005
C 4.445 1.443 0.039 0.001
C 5.017 0.573 1.006 -0.008
C 4.425 -0.670 1.276 0.001
C 3.285 -1.021 0.598 -0.007
H 1.294 -3.090 -4.103 0.000
H 0.005 -2.461 -3.020 0.000
H 1.331 -3.526 -2.381 0.000
H 0.858 -0.215 -4.521 0.000
H 2.490 0.433 -4.688 0.000
H 1.416 1.137 -3.458 0.000
H 4.377 -1.698 -3.711 0.000
H 4.203 -2.413 -2.112 0.000
H 4.574 -0.707 -2.271 0.000
H 2.891 1.699 -1.439 0.000
H 4.913 2.376 -0.225 0.000
H 5.942 0.901 1.530 0.000
H 4.894 -1.339 2.057 0.000
H 2.756 -1.992 0.684 0.000
```

Calculated values
* spin multiplicity: 7
* charge: +2
* ΔE to the lowest compared entry with this formula, charge and spin: 3.6231 eV
* total energy: -2868.74641 a.u.